one | Below is a cluster of 2 separate species, C8H12NO in total, with properties calculated with ωB97M-V/def2-TZVPD.

Each line ends with the Mulliken charge.
Element x y z (Å)
C (-0.960, 2.526, 1.662)  -0.39
C (-0.469, 1.159, 1.781)  -0.25
C (-1.056, 2.812, 0.373)  -0.47
C (-0.443, 0.634, 0.340)  0.54
C (2.258, -1.786, -1.768)  -0.34
C (2.175, -0.568, -1.591)  -0.51
C (0.105, -1.827, 0.657)  -1.44
C (-0.344, -0.604, -0.121)  -0.07
N (-0.501, -0.751, -1.575)  0.00
O (-0.705, 1.695, -0.432)  -0.46
H (-0.987, 3.124, 2.561)  0.41
H (-1.233, 0.571, 2.353)  0.26
H (-1.454, 3.698, -0.165)  0.41
H (1.934, -2.772, -1.746)  0.40
H (0.538, 0.900, 2.314)  0.34
H (2.294, 0.516, -1.563)  0.48
H (1.107, -2.253, 0.358)  0.23
H (-0.535, -2.682, 0.322)  0.41
H (-0.063, -1.821, 1.772)  0.37
H (-1.359, -0.315, -1.844)  0.38
H (-0.649, -1.737, -1.571)  0.40
H (0.349, -0.519, -2.117)  0.28

Properties
HOMO	-12.37	eV
HOMO-LUMO gap	9.45	eV
total charge	+1



two | Below is the ion C8H12NO with charge +1, with properties calculated with ωB97M-V/def2-TZVPD.

Each line ends with the Mulliken charge.
Element x y z (Å)
C (0.844, -2.234, -0.925)  0.06
C (-2.028, 3.482, -1.075)  -0.83
C (-1.677, 2.234, -0.787)  0.01
C (-0.316, -0.345, 0.534)  -0.02
C (0.965, -2.231, 0.584)  0.61
C (1.573, -3.225, 1.411)  -1.08
C (-0.269, 1.717, -0.801)  -0.34
C (0.226, 0.998, 0.475)  -0.43
N (0.147, -1.321, -1.386)  -0.55
O (0.459, -1.187, 1.204)  -0.21
H (1.456, -3.014, -1.477)  0.37
H (-2.963, 3.827, -0.969)  0.37
H (-1.219, 4.240, -1.092)  0.21
H (-2.435, 1.533, -0.394)  0.15
H (-1.411, -0.473, 0.410)  0.38
H (1.299, -2.974, 2.410)  0.35
H (2.591, -3.071, 1.079)  0.35
H (1.396, -4.241, 1.125)  0.39
H (-0.103, 0.863, -1.525)  0.30
H (0.310, 2.732, -0.853)  0.28
H (-0.167, 1.578, 1.429)  0.33
H (1.323, 1.113, 0.625)  0.31

Properties
HOMO	-12.75	eV
HOMO-LUMO gap	6.67	eV
total charge	+1



Pick one: it beats the second-best structure by 151.3 kJ/mol.



one | Below is a structure of composition C3H9N3O2, with properties calculated with ωB97M-V/def2-TZVPD.

Each line ends with the Mulliken charge.
Element x y z (Å)
C (-0.612, 0.772, 0.188)  -0.16
C (0.184, 1.438, 1.247)  -1.17
N (0.351, -0.623, -0.666)  0.29
C (-1.153, -0.591, 0.348)  0.73
N (0.834, -0.169, -1.911)  -0.75
N (1.386, -1.032, 0.184)  -0.58
O (-2.091, -0.904, -0.620)  -0.49
O (-1.238, -1.029, 1.518)  -0.66
H (-2.554, -1.692, -0.300)  0.35
H (-1.221, 1.414, -0.450)  0.46
H (1.231, 0.770, -1.836)  0.28
H (0.051, -0.162, -2.553)  0.26
H (2.329, -0.945, -0.189)  0.25
H (1.234, -2.008, 0.426)  0.21
H (-0.312, 1.388, 2.216)  0.27
H (1.136, 0.911, 1.412)  0.32
H (0.446, 2.462, 0.986)  0.37

Properties
HOMO	-8.46	eV
HOMO-LUMO gap	9.31	eV



two | Below is a cluster of 2 separate species, C3H9N3O2 in total, with properties calculated with ωB97M-V/def2-TZVPD.

Each line ends with the Mulliken charge.
Element x y z (Å)
C (2.785, 0.602, 0.064)  -1.17
C (1.057, -1.167, -0.470)  -1.12
C (1.307, 0.276, -0.017)  0.71
N (0.305, 0.868, 0.469)  -0.57
N (-2.269, 0.054, 0.207)  0.58
N (-3.034, 0.951, -0.186)  -0.30
O (-2.548, -1.150, 0.354)  -0.73
O (-4.325, 0.476, -0.408)  -0.33
H (2.879, 1.492, 0.537)  0.38
H (3.207, -0.100, 0.738)  0.31
H (3.038, 0.474, -1.032)  0.32
H (1.149, -1.797, 0.486)  0.26
H (1.792, -1.476, -1.119)  0.44
H (-0.010, -1.343, -0.905)  0.26
H (-4.400, -0.419, -0.210)  0.33
H (0.348, 1.756, 0.948)  0.17
H (-1.283, 0.506, 0.545)  0.44

Properties
HOMO	-9.05	eV
HOMO-LUMO gap	9.61	eV
SMILES	[O-]/[NH+]=N\O.CC(C)=N



Pick one: it beats the second-best structure by 56.2 kJ/mol.



one | Below is an isolated molecule of C2H6N2S2, with properties calculated with ωB97M-V/def2-TZVPD.

Each line ends with the Mulliken charge.
Element x y z (Å)
C (-0.844, -1.623, 0.184)  -0.70
C (-0.273, 1.186, -0.336)  0.63
H (-1.895, -1.939, 0.511)  0.29
H (-0.150, -1.202, 1.051)  0.22
H (-0.212, -2.479, -0.303)  0.27
H (-1.615, 2.475, -0.390)  0.25
H (1.405, 1.633, 0.537)  0.28
H (2.205, -1.126, 0.228)  0.10
N (-0.661, 2.407, -0.137)  -0.71
N (1.028, 0.866, 0.115)  -0.38
S (-1.180, -0.149, -0.836)  -0.15
S (2.192, -0.048, -0.624)  -0.11

Properties
HOMO	-8.97	eV
HOMO-LUMO gap	9.56	eV
SMILES	[H]/N=C(/NS)SC



two | Below is an isolated molecule of C2H6N2S2, with properties calculated with ωB97M-V/def2-TZVPD.

Each line ends with the Mulliken charge.
Element x y z (Å)
C (2.151, -0.715, 0.027)  -0.89
C (-0.133, 0.714, -0.064)  0.42
H (2.603, -1.682, 0.354)  0.32
H (2.605, -0.357, -0.894)  0.32
H (2.371, 0.030, 0.786)  0.30
H (-1.789, 1.752, 0.016)  0.21
H (-2.290, -0.824, 0.785)  0.27
H (-2.675, -0.696, -0.768)  0.26
N (-1.492, 0.819, -0.104)  -0.04
N (-2.532, -0.144, 0.049)  -0.72
S (0.361, -0.975, -0.134)  -0.06
S (0.819, 2.077, -0.054)  -0.39

Properties
HOMO	-8.63	eV
HOMO-LUMO gap	9.19	eV
SMILES	CSC(=S)NN



Pick two: it beats the second-best structure by 61.4 kJ/mol.



one | Below is a cluster of 3 separate species, C2H11NO2 in total, with properties calculated with ωB97M-V/def2-TZVPD.

Each line ends with the Mulliken charge.
Element x y z (Å)
C (-0.625, 1.048, -0.627)  -0.24
N (0.120, 1.863, 0.367)  -0.44
C (0.859, 0.990, 1.343)  -0.76
H (-0.451, -0.010, -0.543)  -0.17
H (-1.712, 1.189, -0.745)  0.30
H (-0.268, 1.485, -1.562)  0.23
H (-0.523, 2.315, 1.011)  0.25
H (1.123, 0.064, 0.841)  0.36
H (0.309, 0.744, 2.258)  0.22
H (1.781, 1.529, 1.571)  0.27
H (0.010, -2.110, 1.950)  0.30
H (-0.374, -1.670, 0.449)  0.33
O (0.173, -2.209, 1.022)  -0.65
H (-0.729, -2.262, -2.387)  0.31
H (0.629, -1.585, -2.498)  0.32
O (-0.324, -1.380, -2.448)  -0.63

Properties
HOMO	-8.82	eV
HOMO-LUMO gap	9.50	eV
SMILES	CNC.O.O



two | Below is a cluster of 3 separate species, C2H11NO2 in total, with properties calculated with ωB97M-V/def2-TZVPD.

Each line ends with the Mulliken charge.
Element x y z (Å)
C (1.840, 0.298, 0.128)  -0.63
N (2.222, -0.927, -0.629)  -0.41
C (0.962, -1.552, -1.053)  -0.73
H (2.473, 1.242, -0.154)  0.29
H (2.101, -0.044, 1.155)  0.26
H (0.730, 0.521, 0.164)  0.18
H (2.771, -0.593, -1.433)  0.25
H (0.304, -0.947, -1.748)  0.22
H (0.976, -2.573, -1.483)  0.31
H (0.393, -1.827, -0.056)  0.26
H (-2.844, 0.567, -0.434)  0.31
H (-2.269, -0.342, -1.442)  0.30
O (-2.147, 0.520, -1.090)  -0.62
H (-2.115, 0.695, 2.902)  0.30
H (-1.343, 1.925, 2.603)  0.29
O (-2.046, 1.404, 2.325)  -0.59

Properties
HOMO	-8.86	eV
HOMO-LUMO gap	9.61	eV
SMILES	CNC.O.O



Pick one: it beats the second-best structure by 22.7 kJ/mol.



one | Below is a cluster of 2 separate species, C4H11N2O2 in total, with properties calculated with ωB97M-V/def2-TZVPD.

Each line ends with the Mulliken charge.
Element x y z (Å)
C (0.528, -1.697, -1.039)  0.05
N (1.161, -0.740, -1.727)  -0.12
C (1.754, 0.464, -1.237)  -0.73
O (0.318, -1.789, 0.196)  -0.66
H (0.095, -2.443, -1.764)  0.37
H (1.116, -0.834, -2.745)  0.25
H (1.597, 0.478, -0.164)  0.25
H (1.190, 1.299, -1.651)  0.31
H (2.810, 0.456, -1.537)  0.29
O (-0.270, 2.341, 0.658)  -0.42
C (-0.911, 1.431, 0.151)  -0.10
C (-1.720, 0.393, 0.896)  -0.33
N (-0.837, -0.299, 1.917)  -0.29
H (-0.947, 1.352, -0.944)  0.42
H (-2.612, 0.840, 1.410)  0.41
H (-2.044, -0.351, 0.129)  0.27
H (-1.142, -1.257, 2.185)  0.38
H (0.082, -0.466, 1.522)  0.27
H (-0.701, 0.254, 2.776)  0.38

Properties
HOMO	-14.12	eV
HOMO-LUMO gap	10.18	eV
total charge	+1



two | Below is the ion C4H11N2O2 with charge +1, with properties calculated with ωB97M-V/def2-TZVPD.

Each line ends with the Mulliken charge.
Element x y z (Å)
N (-0.581, 0.934, -1.782)  -0.36
C (-0.099, 0.045, -0.686)  -0.17
C (1.381, 0.378, -0.389)  -0.51
O (1.613, 1.684, -0.887)  -0.55
C (-1.188, 0.141, 0.392)  0.52
N (-1.202, -0.737, 1.417)  -0.18
C (-0.146, -1.706, 1.675)  -0.86
O (-2.073, 0.962, 0.202)  -0.63
H (-1.559, 0.742, -2.032)  0.35
H (0.085, 0.948, -2.554)  0.33
H (-0.574, 1.889, -1.389)  0.34
H (-0.151, -0.990, -1.010)  0.40
H (1.524, 0.304, 0.684)  0.41
H (2.008, -0.357, -0.916)  0.31
H (2.211, 2.170, -0.306)  0.35
H (-1.673, -0.396, 2.240)  0.30
H (-0.120, -2.503, 0.942)  0.32
H (-0.314, -2.190, 2.621)  0.35
H (0.860, -1.319, 1.779)  0.28

Properties
HOMO	-14.14	eV
HOMO-LUMO gap	10.83	eV
total charge	+1
SMILES	CNC(=O)[C@@H]([NH3+])CO



Pick two: it beats the second-best structure by 50.6 kJ/mol.



one | Below is a cluster of 2 separate species, C7H10O3 in total, with properties calculated with ωB97M-V/def2-TZVPD.

Each line ends with the Mulliken charge.
Element x y z (Å)
C (-1.893, -1.203, 1.128)  -0.72
C (-1.663, -0.366, -0.110)  0.10
C (-2.105, 1.032, -0.165)  -0.32
O (-0.645, 0.622, -0.006)  -0.44
C (-0.794, -2.173, 1.397)  0.28
C (0.162, -2.254, 2.366)  -0.49
C (0.945, -3.421, 2.067)  -0.34
C (0.415, -3.943, 0.928)  -0.42
O (-0.651, -3.208, 0.531)  -0.32
H (-2.002, -0.548, 2.002)  0.31
H (-2.845, -1.743, 0.997)  0.29
H (-1.640, -0.921, -1.055)  0.39
H (-2.375, 1.440, -1.144)  0.25
H (-2.648, 1.405, 0.708)  0.22
H (0.278, -1.569, 3.202)  0.40
H (1.780, -3.825, 2.633)  0.38
H (0.692, -4.778, 0.291)  0.42
O (-0.565, 3.319, 0.231)  -0.66
H (0.109, 2.536, 0.370)  0.36
H (-0.864, 3.619, 1.093)  0.31

Properties
HOMO	-8.62	eV
HOMO-LUMO gap	9.51	eV
SMILES	c1coc(C[C@H]2CO2)c1.O



two | Below is an isolated molecule of C7H10O3, with properties calculated with ωB97M-V/def2-TZVPD.

Each line ends with the Mulliken charge.
Element x y z (Å)
C (1.347, 1.031, -0.828)  -0.38
C (1.631, -0.822, 0.917)  -0.10
C (-0.472, -0.834, -0.751)  -0.07
C (-0.739, 0.036, 0.388)  -0.34
C (0.743, -0.126, -0.045)  1.01
C (-0.621, -2.359, -0.735)  -1.75
C (-0.917, 2.368, 0.731)  -0.93
O (2.442, 1.464, -0.836)  -0.45
O (2.619, -0.307, 1.391)  -0.48
O (-1.343, 1.201, 0.046)  -0.42
H (0.663, 1.659, -1.509)  0.41
H (1.037, -1.727, 1.343)  0.22
H (-0.705, -0.641, -1.743)  0.44
H (-1.065, -0.496, 1.250)  0.48
H (-1.063, -2.805, 0.104)  0.40
H (0.310, -2.749, -0.968)  0.47
H (-1.245, -2.651, -1.594)  0.41
H (-0.523, 1.976, 1.619)  0.43
H (-1.796, 2.805, 1.067)  0.37
H (-0.301, 2.977, 0.154)  0.28

Properties
HOMO	-9.28	eV
HOMO-LUMO gap	10.01	eV
SMILES	CO[C@H]1[C@H](C)C1(C=O)C=O



Pick one: it beats the second-best structure by 123.7 kJ/mol.